Run 1
{"formula": "C3H11NO", "method": "the ωB97M-V functional and the def2-TZVPD basis", "homo_ha": -0.3097, "gap_ha": 0.346, "species": ["C", "C", "C", "N", "H", "H", "H", "H", "H", "H", "H", "H", "H", "H", "H", "O"], "coordinates": [[-0.80, 1.20, -1.15], [-1.88, 0.09, -1.36], [-1.08, -1.22, -1.44], [-0.01, 0.84, 0.01], [-1.16, 2.26, -1.11], [-0.13, 1.16, -2.04], [-2.50, 0.35, -2.27], [-2.65, 0.03, -0.59], [-0.14, -0.93, -1.96], [-1.71, -1.98, -1.86], [-0.60, -1.62, -0.53], [0.93, 0.54, -0.07], [-0.32, 0.87, 0.96], [4.76, -0.61, 4.21], [3.49, -0.47, 5.05], [3.80, -0.52, 4.15]]}



Run 2
{"formula": "C3H11NO", "method": "the ωB97M-V functional and the def2-TZVPD basis", "homo_ha": -0.3361, "gap_ha": 0.370, "species": ["N", "C", "C", "C", "H", "H", "H", "H", "H", "H", "H", "H", "H", "O", "H", "H"], "coordinates": [[0.43, -0.09, 0.18], [-0.36, -1.26, 0.61], [1.82, -0.52, 0.13], [-0.02, 0.24, -1.22], [-1.44, -1.00, 0.62], [-0.04, -1.50, 1.63], [-0.22, -2.15, -0.03], [1.98, -1.36, -0.56], [2.17, -0.81, 1.14], [2.43, 0.34, -0.21], [-0.95, 0.84, -1.28], [-0.20, -0.73, -1.72], [0.78, 0.77, -1.76], [-2.00, 2.79, 0.81], [-1.46, 1.97, 0.71], [-2.92, 2.47, 0.96]]}



Of them, run 2 has the highest stability.



Run 1
{"formula": "CH7NOS2", "method": "the ωB97M-V functional and the def2-TZVPD basis", "homo_ha": -0.3086, "gap_ha": 0.329, "species": ["S", "S", "H", "H", "N", "C", "O", "H", "H", "H", "H", "H"], "coordinates": [[2.18, 1.58, -0.45], [1.06, 3.02, 0.35], [1.67, 0.59, 0.29], [0.58, 3.72, -0.74], [0.42, -1.13, 0.08], [-1.03, -1.14, -0.32], [-2.06, -0.92, 0.74], [0.41, -1.35, 1.08], [0.93, -1.86, -0.38], [-1.10, -0.24, -0.92], [-1.30, -2.10, -0.84], [-1.77, -0.17, 1.11]]}



Run 2
{"formula": "CH7NOS2", "method": "the ωB97M-V functional and the def2-TZVPD basis", "homo_ha": -0.3437, "gap_ha": 0.357, "species": ["S", "S", "H", "H", "N", "C", "O", "H", "H", "H", "H", "H"], "coordinates": [[-1.01, 3.65, 4.05], [0.55, 4.67, 3.36], [-1.10, 2.41, 3.50], [1.19, 4.56, 4.54], [-0.49, -1.63, -1.13], [0.44, -2.21, -2.12], [-0.07, -2.07, -3.44], [-0.13, -0.71, -0.92], [-0.49, -2.23, -0.33], [1.44, -1.77, -2.10], [0.39, -3.29, -1.97], [-0.72, -1.37, -3.45]]}



Of them, run 2 has the highest stability.